Entry 1:
C5H7N | ωB97M-V/def2-TZVPD

Bonds (Å) are listed after each position.
Atoms and positions in Å:
1 C 1.59 -0.26 -0.13  C2 1.489, H7 1.102, H8 1.095, H9 1.093
2 C 0.49 -0.08 -1.12  C1 1.489, N3 1.342, C4 1.503
3 N -0.32 -1.10 -1.46  C2 1.342, C4 1.534, H11 1.036
4 C -0.98 0.19 -0.94  C2 1.503, N3 1.534, C5 1.387, H12 1.084
5 C -1.35 0.18 0.39  C4 1.387, C6 1.314
6 C -1.13 0.87 1.49  C5 1.314, H10 1.097, H13 1.087
7 H 1.32 -1.05 0.58  C1 1.102
8 H 2.49 -0.57 -0.66  C1 1.095
9 H 1.82 0.65 0.43  C1 1.093
10 H -0.43 1.71 1.48  C6 1.097
11 H -0.31 -1.92 -0.83  N3 1.036
12 H -1.58 0.70 -1.68  C4 1.084
13 H -1.61 0.68 2.45  C6 1.087

Calculated values
Kohn-Sham gap (spin up / spin down): 7.644 / 8.256 eV
ΔE to the lowest compared entry with this formula, charge and spin: 515.5 kJ/mol

Atomic partial charges in e from the Löwdin method, atoms 1 to 5: C -0.065; C -0.251; N 0.093; C -0.276; C -0.067

Entry 2:
C4H9N4 | ωB97M-V/def2-TZVPD

Bonds (Å) are listed after each position.
Atoms and positions in Å:
1 C -1.50 0.58 0.84  N6 1.273, H9 1.085
2 C 1.25 0.81 1.03  C3 1.357, N7 1.277
3 C 1.16 0.08 -0.11  C2 1.357, N5 1.364, N8 1.362
4 C -2.21 -1.20 -0.73  N6 1.459, H10 1.091, H11 1.091, H12 1.084
5 N 0.01 -0.52 -0.54  C3 1.364, N6 1.399, H13 1.012
6 N -1.29 -0.29 -0.07  C1 1.273, C4 1.459, N5 1.399
7 N 1.52 1.97 1.49  C2 1.277, H14 1.019, H15 1.014
8 N 2.27 -0.33 -0.78  C3 1.362, H16 1.005, H17 1.008
9 H -2.53 0.67 1.18  C1 1.085
10 H -2.23 -1.01 -1.80  C4 1.091
11 H -1.91 -2.24 -0.55  C4 1.091
12 H -3.21 -1.06 -0.33  C4 1.084
13 H 0.07 -1.10 -1.36  N5 1.012
14 H 1.58 2.81 0.92  N7 1.019
15 H 1.58 2.10 2.50  N7 1.014
16 H 3.17 -0.04 -0.46  N8 1.005
17 H 2.25 -1.24 -1.22  N8 1.008

Calculated values
Net charge: +1
Kohn-Sham gap (spin up / spin down): 7.051 / 6.219 eV
ΔE to the lowest compared entry with this formula, charge and spin: 339.4 kJ/mol
2S+1: 3

Atomic partial charges in e from the Löwdin method, atoms 1 to 5: C 0.116; C -0.029; C -0.292; C -0.005; N 0.110

Entry 3:
C31H51BF3NO12P | ωB97M-V/def2-TZVPD

Bonds (Å) are listed after each position.
Atoms and positions in Å:
1 C 4.10 1.69 2.46  C2 1.645, H36 1.186, H37 1.182, H38 1.185
2 C 3.82 1.30 0.89  C1 1.645, C3 1.650, H39 1.193, H40 1.194
3 C 5.16 0.55 0.28  C2 1.650, C4 1.640, H41 1.193, H42 1.191
4 C 4.84 -0.85 -0.50  C3 1.640, C5 1.670, H43 1.192, H44 1.191
5 C 4.58 -2.14 0.53  C4 1.670, C6 1.662, H45 1.171, H46 1.182
6 C 4.60 -3.50 -0.43  C5 1.662, C7 1.641, H47 1.175, H48 1.193
7 C 4.60 -4.90 0.42  C6 1.641, C8 1.644, H49 1.170, H50 1.185
8 C 3.16 -5.27 1.13  C7 1.644, C9 1.670, H51 1.172, H52 1.189
9 C 1.96 -5.64 0.03  C8 1.670, C10 1.663, H53 1.191, H54 1.171
10 C 1.16 -4.28 -0.50  C9 1.663, C11 1.643, H55 1.193, H56 1.173
11 C -0.45 -4.29 -0.17  C10 1.643, C12 1.650, H57 1.193, H58 1.190
12 C -0.81 -4.17 1.43  C11 1.650, C13 1.644, H59 1.193, H60 1.189
13 C -1.15 -2.64 1.93  C12 1.644, C14 1.664, H61 1.173, H62 1.186
14 C 0.22 -1.79 2.36  C13 1.664, C15 1.637, H63 1.169, H64 1.194
15 C -0.05 -0.18 2.25  C14 1.637, C16 1.669, N32 1.543
16 C 0.01 0.46 0.71  C15 1.669, C17 1.637, C21 1.646
17 C 0.25 -0.40 -0.66  C16 1.637, C18 1.673, H65 1.169, H66 1.181
18 C -1.23 -0.45 -1.45  C17 1.673, O19 1.353, O20 1.471
19 O -1.34 -1.27 -2.52  C18 1.353
20 O -2.42 0.30 -1.03  C18 1.471, H67 1.005
21 C -0.20 2.09 0.54  C16 1.646, F22 1.482, C23 1.639
22 F -0.13 2.67 -0.82  C21 1.482
23 C -0.48 3.04 1.85  C21 1.639, O24 1.470, C28 1.672
24 O -0.62 4.50 1.70  C23 1.470, C25 1.469
25 C -1.75 4.87 0.84  O24 1.469, C26 1.672, H68 1.194, H69 1.170
26 C -1.22 6.19 -0.04  C25 1.672, C27 1.640, H70 1.190, H71 1.184
27 C -0.41 5.78 -1.41  C26 1.640, H72 1.183, H73 1.193, H74 1.194
28 C -0.54 2.26 3.32  C23 1.672, P29 1.949, N32 1.543
29 P -0.85 3.26 4.96  C28 1.949, C30 1.949, O31 1.755
30 C -2.70 3.05 5.53  P29 1.949, H75 1.172, H76 1.171, H77 1.193
31 O -0.56 4.98 4.70  P29 1.755, H78 1.020
32 N -0.34 0.73 3.46  C15 1.543, C28 1.543, B33 1.547
33 B -0.44 0.17 4.90  N32 1.547, O34 1.479, O35 1.501
34 O 0.63 0.41 5.89  B33 1.479, H79 1.004
35 O -1.63 -0.62 5.38  B33 1.501, H80 1.014
36 H 4.16 0.67 3.05  C1 1.186
37 H 5.10 2.30 2.64  C1 1.182
38 H 3.23 2.38 2.88  C1 1.185
39 H 3.57 2.32 0.31  C2 1.193
40 H 2.87 0.59 0.76  C2 1.194
41 H 5.97 0.44 1.15  C3 1.193
42 H 5.65 1.32 -0.48  C3 1.191
43 H 3.83 -0.68 -1.11  C4 1.192
44 H 5.76 -1.06 -1.22  C4 1.191
45 H 3.53 -1.95 1.01  C5 1.171
46 H 5.47 -2.11 1.31  C5 1.182
47 H 3.75 -3.50 -1.24  C6 1.175
48 H 5.63 -3.44 -1.02  C6 1.193
49 H 5.44 -4.84 1.22  C7 1.170
50 H 4.91 -5.76 -0.34  C7 1.185
51 H 2.84 -4.42 1.87  C8 1.172
52 H 3.36 -6.24 1.80  C8 1.189
53 H 2.52 -6.20 -0.85  C9 1.191
54 H 1.22 -6.39 0.55  C9 1.171
55 H 1.25 -4.33 -1.69  C10 1.193
56 H 1.73 -3.33 -0.13  C10 1.173
57 H -0.99 -3.45 -0.82  C11 1.193
58 H -0.87 -5.35 -0.52  C11 1.190
59 H -1.81 -4.80 1.61  C12 1.193
60 H 0.02 -4.70 2.10  C12 1.189
61 H -1.85 -2.67 2.87  C13 1.173
62 H -1.67 -1.98 1.10  C13 1.186
63 H 0.65 -2.16 3.38  C14 1.169
64 H 1.05 -2.05 1.54  C14 1.194
65 H 0.55 -1.52 -0.51  C17 1.169
66 H 1.00 0.14 -1.40  C17 1.181
67 H -2.55 1.08 -1.65  O20 1.005
68 H -2.68 5.29 1.46  C25 1.194
69 H -2.18 4.02 0.16  C25 1.170
70 H -0.43 6.73 0.67  C26 1.190
71 H -2.10 6.95 -0.28  C26 1.184
72 H -0.95 4.92 -2.01  C27 1.183
73 H 0.67 5.34 -1.13  C27 1.193
74 H -0.19 6.71 -2.13  C27 1.194
75 H -3.06 3.98 6.14  C30 1.172
76 H -3.41 2.73 4.65  C30 1.171
77 H -2.66 2.14 6.30  C30 1.193
78 H 0.27 5.09 4.12  O31 1.020
79 H 1.28 1.08 5.54  O34 1.004
80 H -1.23 -1.22 6.08  O35 1.014
81 C -5.75 0.47 -2.33  C82 1.491, O86 1.413, H88 1.095, H89 1.093
82 C -5.91 1.88 -2.77  C81 1.491, O83 1.410, F87 1.352, H90 1.095
83 O -5.63 1.82 -4.15  C82 1.410, C84 1.363
84 C -5.99 0.57 -4.54  O83 1.363, O85 1.220, O86 1.368
85 O -6.15 0.23 -5.70  C84 1.220
86 O -6.16 -0.26 -3.47  C81 1.413, C84 1.368
87 F -4.99 2.68 -2.18  C82 1.352
88 H -4.71 0.21 -2.09  C81 1.095
89 H -6.38 0.23 -1.46  C81 1.093
90 H -6.91 2.29 -2.62  C82 1.095
91 C -1.88 -0.35 -5.63  C92 1.491, O96 1.413, H98 1.095, H99 1.093
92 C -2.03 1.06 -6.07  C91 1.491, O93 1.410, F97 1.352, H100 1.095
93 O -1.75 1.01 -7.45  C92 1.410, C94 1.363
94 C -2.12 -0.25 -7.84  O93 1.363, O95 1.220, O96 1.368
95 O -2.28 -0.59 -9.00  C94 1.220
96 O -2.29 -1.08 -6.77  C91 1.413, C94 1.368
97 F -1.12 1.86 -5.48  C92 1.352
98 H -0.84 -0.61 -5.39  C91 1.095
99 H -2.50 -0.59 -4.76  C91 1.093
100 H -3.04 1.47 -5.92  C92 1.095

Calculated values
Net charge: +1
Kohn-Sham gap: 6.682 eV

Atomic partial charges in e from the Löwdin method, atoms 1 to 5: C -0.160; C -0.267; C -0.231; C -0.225; C -0.196

Question: Number 2 is which compound?
Answer: C4H9N4